DFT (ωB97M-V with the def2-TZVPD basis set) results for an isolated molecule of C3H7N3S at a distorted geometry.

Summary:
Gap between HOMO and LUMO ... 9.3085 eV
HOMO energy ... -8.716 eV
SMILES ... CN/C=N\C=N/S
Multiplicity ... 1
Energy above the lowest of the compared OMol25 structures with the same formula, charge and spin ... 4.2412 eV
E ... -680.826376 Eh

Structure (XYZ):
```
14
Properties=species:S:1:pos:R:3:forces:R:3:mulliken_charge:R:1
N -1.7660 0.1199 0.9280 -4.1 0.3 -1.8 -0.40
S -2.4195 -0.4284 -0.6650 -1.3 2.6 0.8 -0.17
H -0.3670 1.0466 0.1301 3.7 1.0 -1.5 0.40
H 1.2744 1.1798 0.8850 0.5 1.4 0.2 0.30
H -0.1012 0.2339 2.0871 -1.6 -2.5 -1.3 0.36
H 1.5305 -2.2625 -0.8341 -1.9 1.9 1.4 0.27
N -0.0276 -1.5163 0.5503 -1.3 -0.3 2.2 -0.64
H 1.7200 -0.1446 -1.5442 0.2 0.3 0.8 0.26
C 0.9241 -1.3777 -0.2819 0.0 -0.5 0.2 0.21
C 0.8284 1.1215 -0.0891 -2.2 -0.7 -1.6 -0.84
N 1.3792 -0.1569 -0.5767 1.2 0.3 -2.8 -0.22
H -3.3410 0.7811 -0.8990 1.9 -2.5 0.8 0.18
H 1.0831 1.8210 -0.9551 -0.2 -0.3 2.0 0.31
C -0.7174 -0.4174 1.2646 5.1 -1.2 0.7 -0.01
```
Forces are in eV/Å.

DFT (ωB97M-V with the def2-TZVPD basis set) results for an isolated molecule of C3H7N3S at a distorted geometry.

Summary:
Gap between HOMO and LUMO ... 8.8958 eV
HOMO energy ... -8.700 eV
SMILES ... [H]/N=C(/C)N(N)C=S
Multiplicity ... 1
Energy above the lowest of the compared OMol25 structures with the same formula, charge and spin ... 4.1076 eV
E ... -680.831286 Eh

Structure (XYZ):
```
14
Properties=species:S:1:pos:R:3:forces:R:3:mulliken_charge:R:1
H -1.2626 0.1256 -2.0123 -0.5 -0.9 0.1 0.33
H 0.9368 2.1160 1.0436 -0.3 0.2 -1.1 0.37
N 0.5329 0.4515 0.0836 2.1 -3.7 1.9 0.20
H 2.4539 -0.4902 0.8674 -4.5 2.2 0.7 0.29
C 0.3102 1.7479 0.2020 -1.7 2.1 0.4 -0.06
H -2.0101 0.2601 -0.4168 0.2 -2.6 -2.1 0.17
N 1.4213 0.0599 1.1189 4.7 -1.4 0.9 -0.81
C -1.5141 -0.5811 -1.1866 0.6 2.5 2.0 -0.84
H 1.0456 -0.1731 2.0821 0.2 0.1 -2.2 0.25
C -0.1706 -0.7335 -0.3716 -2.5 -1.4 -0.7 0.47
S -0.8749 2.6352 -0.4980 0.5 0.1 -0.1 -0.32
H -2.0784 -1.5691 -1.4957 1.4 2.3 1.1 0.26
N 0.1248 -1.8945 0.0593 1.9 0.1 -0.5 -0.63
H 1.0851 -1.9547 0.5240 -2.1 0.3 -0.5 0.32
```
Forces are in eV/Å.

DFT (ωB97M-V with the def2-TZVPD basis set) results for an isolated molecule of C3H7N3S at a distorted geometry.

Summary:
Gap between HOMO and LUMO ... 9.6122 eV
HOMO energy ... -9.255 eV
SMILES ... [H]/N=C(/NS)N1CC1
Multiplicity ... 1
Energy above the lowest of the compared OMol25 structures with the same formula, charge and spin ... 5.2047 eV
E ... -680.790968 Eh

Structure (XYZ):
```
14
Properties=species:S:1:pos:R:3:forces:R:3:mulliken_charge:R:1
S 3.3224 -0.1377 -0.0453 -2.0 -0.3 2.8 -0.13
H -2.5330 1.0468 0.4173 2.0 -1.4 -0.3 0.22
H -2.1231 -1.6194 0.4628 0.5 -0.1 -1.3 0.28
C -1.4888 -1.0359 -0.2419 -1.0 0.4 -0.8 -0.41
N -0.6299 -0.1923 0.6147 4.8 -1.0 0.4 -0.24
C -1.6104 0.4647 -0.0047 -4.1 3.1 -4.6 -0.64
H -0.1977 1.9307 0.0086 2.0 0.5 -0.2 0.36
H -1.0686 0.9901 -0.9636 -2.8 -0.8 1.9 0.36
H -1.3022 -1.2954 -1.3877 0.0 0.2 3.0 0.24
H 3.4305 0.2197 1.5281 -0.6 -0.9 -3.4 0.16
N 0.7754 1.5888 -0.2443 -1.5 -1.7 1.1 -0.67
N 1.5598 -0.6348 -0.2691 1.6 -2.7 1.9 -0.35
H 1.2314 -1.6481 0.1092 1.5 3.3 -1.0 0.33
C 0.6341 0.3228 0.0158 -0.4 1.4 0.6 0.49
```
Forces are in eV/Å.

> Which of these has the lowest gap between HOMO and LUMO?

number 2